Computed, not measured: a structure of composition C8H9BF4GaI2LuO4S at a distorted geometry, with ωB97M-V/def2-TZVPD.

Positions of all 31 atoms, in Å:
O -2.501 2.266 0.409
Lu -0.361 -1.511 1.532
H 0.579 1.084 -4.015
C -0.832 0.694 2.429
F 1.293 -1.447 2.815
I 5.173 3.712 0.436
C 0.890 0.898 -2.979
H 0.166 -2.489 -2.856
H 0.235 -1.455 -4.286
C 0.595 -1.565 -3.258
H -1.814 -1.125 -2.121
S 0.921 -0.631 -0.641
B 1.308 -0.570 4.287
F 0.062 -0.913 4.816
H -1.678 0.624 -1.813
F 1.369 0.743 3.859
C -2.496 -0.706 0.902
C -1.322 -0.197 -2.449
H 1.678 -1.687 -3.280
C -1.394 2.007 0.178
H -1.662 0.021 -3.477
H 1.974 0.745 -2.963
O -1.400 1.454 3.090
C 0.187 -0.342 -2.462
F 2.418 -1.078 4.867
Ga 0.726 1.413 0.434
C -2.055 -1.647 3.209
O -3.551 -0.262 0.741
I 3.649 1.626 0.972
O -2.843 -1.461 4.018
H 0.688 1.801 -2.393

HOMO level (spin up / spin down): -22.7 / -22.7 eV
Orbital gap (spin up / spin down): 4.80 / 4.79 eV
Max |F|: 0.13528 Eh/bohr
Net charge: +4